# 1
ORCA calculation (wB97M-V/def2-TZVPD) on 7 unconnected molecules or ions with the total composition C37H67BrN7O3.

Element x y z (Å)
C (1.265, -2.030, -2.803)
C (2.025, -0.643, -2.646)
O (2.170, -0.315, -1.262)
C (1.268, 0.702, -0.823)
C (-0.147, 0.069, -0.673)
O (-1.054, 0.838, 0.119)
C (-2.153, 1.350, -0.613)
Br (-3.213, 2.392, 0.734)
C (-1.660, 2.403, -1.681)
C (-2.263, 2.116, -3.108)
C (-2.046, 3.460, -3.923)
C (-1.490, 1.022, -3.907)
N (-3.722, 1.921, -3.031)
O (-4.349, 2.979, -2.656)
C (-4.115, 0.693, -2.298)
C (-5.523, 0.927, -1.633)
C (-4.337, -0.557, -3.231)
C (-3.122, 0.249, -1.155)
H (0.168, -1.902, -2.907)
H (1.605, -2.472, -3.769)
H (1.553, -2.748, -2.014)
H (2.992, -0.796, -3.144)
H (1.443, 0.071, -3.251)
H (1.305, 1.502, -1.592)
H (1.613, 1.182, 0.117)
H (-0.508, -0.191, -1.684)
H (0.002, -0.896, -0.138)
H (-0.563, 2.519, -1.732)
H (-2.060, 3.399, -1.406)
H (-0.957, 3.486, -4.152)
H (-2.665, 3.417, -4.836)
H (-2.272, 4.323, -3.277)
H (-0.414, 1.273, -3.839)
H (-1.685, 0.003, -3.518)
H (-1.827, 1.102, -4.964)
H (-5.491, 1.664, -0.815)
H (-5.793, -0.054, -1.163)
H (-6.271, 1.143, -2.416)
H (-3.644, -0.585, -4.094)
H (-5.362, -0.552, -3.658)
H (-4.187, -1.478, -2.633)
H (-2.580, -0.665, -1.480)
H (-3.750, -0.077, -0.301)
C (6.162, 2.866, -4.229)
C (4.919, 3.716, -4.471)
C (3.956, 3.716, -3.281)
C (3.485, 2.342, -3.001)
N (3.118, 1.269, -2.783)
H (5.906, 1.815, -4.080)
H (6.831, 2.918, -5.088)
H (6.710, 3.215, -3.351)
H (4.404, 3.347, -5.362)
H (5.226, 4.743, -4.680)
H (3.092, 4.347, -3.496)
H (4.449, 4.110, -2.390)
C (-6.475, 0.701, 2.819)
C (-6.548, -0.759, 3.250)
C (-5.559, -1.653, 2.495)
C (-5.843, -1.621, 1.046)
N (-6.064, -1.588, -0.085)
H (-6.740, 0.824, 1.766)
H (-7.173, 1.302, 3.402)
H (-5.471, 1.105, 2.969)
H (-7.567, -1.124, 3.098)
H (-6.342, -0.826, 4.318)
H (-5.638, -2.682, 2.846)
H (-4.534, -1.315, 2.662)
C (9.706, 4.880, -0.644)
C (9.699, 3.355, -0.633)
C (10.716, 2.748, -1.601)
C (10.414, 3.169, -2.988)
N (10.179, 3.498, -4.066)
H (9.427, 5.277, -1.622)
H (8.989, 5.268, 0.081)
H (10.694, 5.269, -0.385)
H (8.695, 3.002, -0.884)
H (9.920, 3.004, 0.376)
H (10.683, 1.660, -1.547)
H (11.725, 3.067, -1.345)
C (-7.732, -4.620, 2.035)
C (-7.906, -6.065, 2.491)
C (-9.307, -6.352, 3.039)
C (-9.585, -5.499, 4.213)
N (-9.800, -4.832, 5.127)
H (-7.854, -3.920, 2.865)
H (-6.732, -4.469, 1.626)
H (-8.457, -4.362, 1.260)
H (-7.158, -6.290, 3.255)
H (-7.712, -6.730, 1.647)
H (-9.388, -7.398, 3.338)
H (-10.063, -6.159, 2.275)
C (-7.009, -2.596, 9.317)
C (-8.529, -2.580, 9.197)
C (-9.018, -2.841, 7.769)
C (-8.503, -1.797, 6.859)
N (-8.098, -0.983, 6.150)
H (-6.551, -1.806, 8.721)
H (-6.708, -2.436, 10.354)
H (-6.601, -3.555, 8.990)
H (-8.903, -1.613, 9.544)
H (-8.948, -3.342, 9.859)
H (-10.107, -2.833, 7.735)
H (-8.677, -3.815, 7.418)
C (13.234, -1.989, -0.655)
C (14.194, -0.948, -1.221)
C (14.516, 0.171, -0.225)
C (13.280, 0.889, 0.155)
N (12.317, 1.446, 0.451)
H (12.265, -1.551, -0.409)
H (13.057, -2.779, -1.386)
H (13.642, -2.448, 0.248)
H (13.759, -0.519, -2.128)
H (15.123, -1.440, -1.513)
H (15.213, 0.882, -0.669)
H (14.977, -0.239, 0.675)

The electronic energy is -126065.881 eV. The strongest force on any atom comes out at 0.080 hartree/bohr. As for the HOMO energy (alpha / beta): -8.182 / -9.084 eV. The multiplicity is 2. The LUMO energy (alpha / beta) is 0.563 / 0.562 eV.

***

# 2
ORCA calculation (wB97M-V/def2-TZVPD) on a molecular structure, C37H67ClN8O2S2SbV.

Element x y z (Å)
V (-12.160, -9.706, 16.423)
C (-5.602, -9.694, 16.538)
C (-6.508, -9.448, 17.758)
N (-7.780, -10.239, 17.642)
C (-7.540, -11.686, 18.112)
C (-7.956, -11.920, 19.603)
C (-8.921, -9.729, 17.124)
S (-10.413, -10.695, 17.346)
N (-8.816, -8.547, 16.362)
C (-9.788, -7.842, 15.783)
O (-11.025, -8.226, 15.525)
C (-9.323, -6.531, 15.303)
C (-9.757, -6.125, 14.044)
C (-9.222, -4.925, 13.506)
C (-8.290, -4.167, 14.193)
C (-7.872, -4.586, 15.476)
C (-8.408, -5.735, 16.044)
H (-5.806, -9.009, 15.730)
H (-5.784, -10.779, 16.149)
H (-4.582, -9.569, 16.744)
H (-6.809, -8.437, 17.997)
H (-5.985, -9.887, 18.612)
H (-6.485, -11.882, 17.904)
H (-8.094, -12.430, 17.478)
H (-7.723, -11.055, 20.180)
H (-7.493, -12.851, 19.954)
H (-9.014, -12.192, 19.642)
H (-10.403, -6.789, 13.484)
H (-9.394, -4.721, 12.423)
H (-8.013, -3.200, 13.825)
H (-7.084, -4.078, 15.972)
H (-8.045, -5.990, 17.067)
Cl (-13.599, -8.198, 17.607)
N (-13.382, -11.482, 17.242)
H (-12.998, -12.184, 17.928)
H (-13.509, -12.040, 16.376)
H (-14.266, -11.215, 17.669)
N (-10.556, -10.873, 13.355)
C (-11.423, -11.584, 14.122)
O (-12.433, -11.073, 14.709)
C (-11.111, -13.001, 14.132)
C (-10.121, -13.487, 13.282)
N (-9.336, -13.822, 12.496)
C (-11.654, -13.868, 15.127)
N (-12.029, -14.590, 15.956)
H (-10.519, -9.895, 13.486)
H (-9.880, -11.310, 12.749)
C (-15.390, -15.472, 24.756)
C (-15.402, -14.807, 23.338)
C (-15.786, -15.814, 22.212)
C (-14.565, -16.501, 21.592)
N (-14.511, -16.445, 20.105)
C (-13.650, -15.669, 19.377)
S (-12.764, -14.435, 20.153)
N (-13.691, -15.882, 18.047)
C (-14.422, -16.925, 17.363)
C (-13.737, -18.300, 17.362)
C (-14.648, -19.272, 16.702)
C (-14.453, -20.762, 16.872)
H (-15.581, -14.783, 25.600)
H (-14.505, -16.094, 24.956)
H (-16.254, -16.191, 24.830)
H (-14.477, -14.319, 23.012)
H (-16.141, -14.061, 23.416)
H (-16.373, -15.287, 21.451)
H (-16.594, -16.528, 22.539)
H (-14.475, -17.596, 21.872)
H (-13.642, -16.050, 22.029)
H (-15.382, -16.803, 19.705)
H (-12.978, -15.424, 17.408)
H (-14.780, -16.572, 16.409)
H (-15.381, -17.082, 17.911)
H (-13.550, -18.677, 18.426)
H (-12.744, -18.071, 16.920)
H (-14.810, -19.060, 15.639)
H (-15.669, -19.060, 17.107)
H (-13.717, -21.049, 17.604)
H (-14.076, -21.255, 15.972)
H (-15.427, -21.243, 17.033)
C (-15.764, -5.109, 14.367)
C (-14.514, -5.727, 15.133)
C (-14.368, -5.068, 16.465)
C (-13.295, -5.996, 14.257)
Sb (-15.340, -7.873, 15.657)
C (-15.752, -9.255, 13.598)
C (-15.981, -10.625, 14.258)
C (-14.499, -9.014, 12.795)
C (-17.092, -8.661, 13.121)
C (-17.027, -7.791, 17.236)
C (-17.326, -9.281, 17.449)
C (-16.763, -7.111, 18.555)
C (-18.177, -7.162, 16.464)
H (-15.687, -4.022, 14.146)
H (-16.641, -5.240, 15.005)
H (-15.937, -5.705, 13.452)
H (-13.848, -4.116, 16.229)
H (-13.791, -5.632, 17.182)
H (-15.315, -4.838, 16.940)
H (-12.689, -5.073, 14.007)
H (-13.520, -6.500, 13.295)
H (-12.558, -6.671, 14.644)
H (-15.184, -11.020, 14.961)
H (-15.926, -11.415, 13.510)
H (-16.958, -10.722, 14.812)
H (-13.607, -9.075, 13.454)
H (-14.642, -8.102, 12.180)
H (-14.427, -9.833, 12.034)
H (-17.039, -8.567, 11.987)
H (-17.393, -7.702, 13.484)
H (-17.922, -9.398, 13.365)
H (-16.597, -9.792, 18.092)
H (-17.489, -9.863, 16.541)
H (-18.287, -9.324, 17.987)
H (-16.048, -7.616, 19.194)
H (-17.677, -7.073, 19.159)
H (-16.403, -6.057, 18.445)
H (-18.716, -7.855, 15.792)
H (-17.903, -6.240, 15.865)
H (-18.904, -6.742, 17.257)

The electronic energy is -121890.466 eV. The calculation puts the relative energy (zero: lowest compared OMol25 entry of this formula, charge and spin) at 4.676 eV. The strongest force on any atom comes out at 0.069 hartree/bohr. As for the HOMO energy (alpha / beta): -2.453 / -2.473 eV. The charge is -1. The multiplicity is 4. The LUMO energy (alpha / beta) is 2.289 / 2.285 eV.

***

# 3
ORCA calculation (wB97M-V/def2-TZVPD) on a molecular structure, C37H67N8O3RbS2SeSi.

Element x y z (Å)
Rb (0.009, -0.277, 0.530)
C (-3.092, 2.968, -2.537)
C (-1.782, 2.405, -1.996)
C (-0.673, 2.556, -3.031)
C (-1.391, 3.138, -0.712)
O (-1.921, 1.037, -1.617)
Si (-2.598, -0.262, -2.417)
S (-2.039, -1.960, -1.413)
O (-4.242, -0.061, -2.554)
C (-5.281, -0.172, -1.597)
C (-4.847, 0.399, -0.249)
C (-5.691, -1.633, -1.450)
C (-6.446, 0.644, -2.149)
O (-2.073, -0.101, -3.970)
C (-2.491, -0.738, -5.177)
C (-3.621, 0.086, -5.788)
C (-1.277, -0.739, -6.095)
C (-2.957, -2.168, -4.923)
H (-2.956, 4.006, -2.847)
H (-3.872, 2.931, -1.775)
H (-3.432, 2.387, -3.395)
H (-0.555, 3.606, -3.308)
H (-0.907, 1.972, -3.920)
H (0.274, 2.202, -2.621)
H (-1.371, 4.219, -0.877)
H (-0.395, 2.812, -0.397)
H (-2.107, 2.911, 0.082)
H (-4.060, -0.220, 0.186)
H (-5.700, 0.440, 0.433)
H (-4.451, 1.407, -0.369)
H (-4.827, -2.231, -1.153)
H (-6.068, -2.017, -2.400)
H (-6.481, -1.730, -0.699)
H (-6.156, 1.692, -2.245)
H (-7.316, 0.576, -1.492)
H (-6.721, 0.273, -3.137)
H (-3.268, 1.094, -6.020)
H (-4.444, 0.161, -5.078)
H (-3.983, -0.378, -6.707)
H (-0.914, 0.280, -6.236)
H (-1.531, -1.159, -7.070)
H (-0.477, -1.333, -5.651)
H (-3.858, -2.177, -4.307)
H (-2.187, -2.729, -4.394)
H (-3.175, -2.660, -5.873)
C (3.537, -1.333, -0.612)
N (2.251, -1.996, -0.450)
C (1.686, -2.310, -1.764)
C (2.422, -3.199, 0.355)
C (1.127, -3.896, 0.748)
N (0.206, -3.089, 1.543)
C (-1.079, -3.771, 1.628)
C (0.726, -2.825, 2.874)
H (4.262, -1.958, -1.158)
H (3.964, -1.105, 0.367)
H (3.412, -0.395, -1.154)
H (2.244, -3.122, -2.258)
H (1.735, -1.426, -2.399)
H (0.637, -2.593, -1.682)
H (2.978, -2.925, 1.256)
H (3.041, -3.938, -0.184)
H (1.405, -4.812, 1.299)
H (0.594, -4.210, -0.151)
H (-0.976, -4.791, 2.034)
H (-1.537, -3.818, 0.641)
H (-1.741, -3.209, 2.290)
H (0.966, -3.750, 3.424)
H (-0.017, -2.266, 3.446)
H (1.632, -2.216, 2.823)
C (-5.589, -3.177, 3.064)
C (-5.367, -1.830, 2.389)
N (-4.033, -1.291, 2.635)
C (-3.689, -0.140, 3.228)
S (-2.139, 0.484, 2.985)
N (-4.600, 0.526, 3.993)
C (-5.418, -0.097, 5.040)
C (-6.668, 0.724, 5.298)
H (-6.607, -3.523, 2.886)
H (-5.423, -3.122, 4.140)
H (-4.904, -3.922, 2.659)
H (-6.102, -1.092, 2.705)
H (-5.475, -1.944, 1.310)
H (-3.291, -1.671, 2.060)
H (-4.216, 1.415, 4.279)
H (-4.825, -0.180, 5.956)
H (-5.683, -1.105, 4.744)
H (-6.409, 1.752, 5.556)
H (-7.236, 0.301, 6.126)
H (-7.304, 0.749, 4.412)
C (5.022, 2.897, 1.515)
N (3.673, 3.393, 1.671)
C (2.748, 3.453, 0.677)
Se (2.922, 2.984, -1.075)
N (1.634, 3.998, 1.235)
C (1.837, 4.293, 2.573)
C (1.027, 4.855, 3.543)
C (1.575, 5.014, 4.810)
C (2.885, 4.621, 5.090)
C (3.696, 4.060, 4.111)
C (3.147, 3.908, 2.850)
H (5.057, 2.288, 0.614)
H (5.288, 2.294, 2.384)
H (5.730, 3.721, 1.416)
H (0.791, 4.134, 0.699)
H (0.010, 5.156, 3.326)
H (0.975, 5.454, 5.594)
H (3.277, 4.754, 6.089)
H (4.712, 3.758, 4.327)
N (3.601, 0.998, 7.855)
C (3.241, 0.994, 6.765)
C (2.790, 0.986, 5.392)
C (1.563, 1.530, 5.051)
C (1.186, 1.509, 3.716)
N (1.940, 0.991, 2.748)
C (3.115, 0.464, 3.095)
C (3.588, 0.436, 4.396)
H (0.918, 1.962, 5.803)
H (0.230, 1.925, 3.421)
H (3.704, 0.042, 2.289)
H (4.550, 0.002, 4.630)

The electronic energy is -153077.352 eV. The calculation puts the relative energy (zero: lowest compared OMol25 entry of this formula, charge and spin) at 0.717 eV. The strongest force on any atom comes out at 0.009 hartree/bohr. As for the HOMO energy: -6.936 eV. The LUMO energy is -0.530 eV.

***

# 4
ORCA calculation (wB97M-V/def2-TZVPD) on 4 unconnected molecules or ions with the total composition C37H68ClN2O6Si.

Element x y z (Å)
C (2.556, 1.056, 0.778)
Si (3.310, 0.469, -0.871)
C (5.151, 0.867, -0.829)
C (2.478, 1.289, -2.371)
C (2.355, 2.859, -2.221)
C (1.036, 3.316, -2.898)
C (0.094, 4.306, -2.149)
C (0.572, 4.893, -0.826)
C (0.453, 3.878, 0.344)
C (-0.825, 4.011, 1.184)
C (-1.105, 2.733, 2.009)
C (-2.021, 1.664, 1.334)
C (-2.397, 0.661, 2.466)
C (-2.225, -0.839, 2.121)
C (-3.462, -1.489, 1.438)
C (-3.283, -1.725, -0.084)
C (-3.232, -3.218, -0.490)
N (-2.785, -3.344, -1.898)
C (-1.304, 1.126, 0.136)
N (-1.788, 1.554, -0.969)
C (-2.953, 2.432, -0.817)
C (-3.332, 2.147, 0.635)
Cl (-4.377, 3.289, 1.471)
C (3.039, -1.406, -0.878)
C (1.955, -2.026, -1.472)
C (1.800, -3.388, -1.401)
C (2.714, -4.147, -0.728)
C (3.820, -3.578, -0.139)
C (3.952, -2.216, -0.226)
H (2.911, 0.468, 1.625)
H (2.771, 2.120, 0.908)
H (1.469, 0.942, 0.679)
H (5.746, 0.131, -0.285)
H (5.304, 1.836, -0.338)
H (5.575, 0.951, -1.835)
H (1.494, 0.809, -2.457)
H (3.130, 1.067, -3.220)
H (2.455, 3.073, -1.157)
H (3.193, 3.258, -2.797)
H (0.443, 2.434, -3.174)
H (1.298, 3.775, -3.856)
H (-0.108, 5.152, -2.816)
H (-0.881, 3.823, -2.020)
H (-0.055, 5.750, -0.555)
H (1.607, 5.241, -0.834)
H (1.291, 4.071, 1.021)
H (0.573, 2.861, -0.047)
H (-1.705, 4.339, 0.626)
H (-0.641, 4.792, 1.929)
H (-1.624, 3.026, 2.925)
H (-0.166, 2.250, 2.300)
H (-1.815, 0.849, 3.370)
H (-3.441, 0.807, 2.759)
H (-1.303, -1.063, 1.574)
H (-2.122, -1.360, 3.079)
H (-3.741, -2.424, 1.927)
H (-4.286, -0.778, 1.573)
H (-4.102, -1.238, -0.632)
H (-2.355, -1.272, -0.464)
H (-2.491, -3.715, 0.140)
H (-4.232, -3.642, -0.382)
H (-1.790, -3.123, -1.885)
H (-3.194, -2.582, -2.435)
H (-0.446, 0.461, 0.190)
H (-1.411, 1.298, -1.877)
H (-3.695, 2.180, -1.579)
H (-2.763, 3.493, -0.999)
H (-3.925, 1.227, 0.561)
H (1.218, -1.413, -1.989)
H (0.931, -3.851, -1.860)
H (2.572, -5.220, -0.649)
H (4.531, -4.197, 0.390)
H (4.826, -1.778, 0.251)
O (-5.429, -3.054, 4.581)
C (-6.130, -2.083, 4.660)
O (-7.284, -2.031, 3.970)
C (-8.243, -0.981, 4.126)
C (-7.865, 0.217, 3.282)
C (-5.697, -0.877, 5.465)
H (-8.381, -0.729, 5.178)
H (-9.192, -1.387, 3.780)
H (-6.902, 0.629, 3.589)
H (-8.616, 1.003, 3.359)
H (-7.769, -0.074, 2.235)
H (-4.990, -0.295, 4.874)
H (-5.202, -1.230, 6.366)
H (-6.512, -0.233, 5.785)
O (4.798, 4.417, -2.989)
C (5.098, 4.929, -4.038)
O (4.804, 4.288, -5.180)
C (4.971, 4.864, -6.482)
C (6.395, 4.721, -6.978)
C (5.864, 6.228, -4.088)
H (4.625, 5.898, -6.494)
H (4.303, 4.305, -7.135)
H (7.101, 5.248, -6.336)
H (6.489, 5.118, -7.989)
H (6.690, 3.672, -6.984)
H (6.919, 6.021, -3.913)
H (5.493, 6.874, -3.295)
H (5.756, 6.776, -5.020)
O (3.012, -5.907, 2.093)
C (2.286, -6.796, 2.449)
O (2.429, -8.015, 1.902)
C (1.730, -9.179, 2.358)
C (0.341, -9.269, 1.761)
C (1.170, -6.552, 3.437)
H (1.720, -9.220, 3.449)
H (2.325, -10.026, 2.022)
H (-0.281, -8.424, 2.056)
H (-0.153, -10.187, 2.080)
H (0.398, -9.261, 0.672)
H (0.327, -6.105, 2.911)
H (1.528, -5.854, 4.191)
H (0.833, -7.441, 3.963)

The electronic energy is -75131.468 eV. The strongest force on any atom comes out at 0.040 hartree/bohr. As for the HOMO energy: -10.841 eV. The charge is +1. The LUMO energy is -3.774 eV.

***

Q: electronic energy of number 3 (C37H67N8O3RbS2SeSi)?
A: -153077.352 eV

***

Q: Among the records above, which one has the highest strongest force on any atom?
A: C37H67BrN7O3

***

Q: The lowest strongest force on any atom belongs to which entry?
A: C37H67N8O3RbS2SeSi